[1]
Computed, not measured: C30H36N2O4 in the gas phase, with ωB97M-V with the def2-TZVPD basis set.

XYZ file:
```
72
Properties=species:S:1:pos:R:3:forces:R:3:mulliken_charge:R:1
C 8.08326 3.03353 -0.20027 -0.5223 -0.3378 0.1154 0.17
C 7.09390 2.39000 0.01983 0.6961 0.4505 -0.1533 -0.76
C 5.92775 1.63047 0.27815 -0.4456 -0.2963 0.0869 0.28
C 4.69283 2.25998 0.42360 0.0491 -0.0276 0.0143 -1.19
C 3.55592 1.51622 0.67030 0.0851 -0.0683 0.1037 -0.12
C 3.62475 0.13332 0.77514 0.1381 0.0527 0.2076 -0.41
C 4.86086 -0.49046 0.64318 -0.0900 0.0717 0.0402 -0.19
C 6.00270 0.24298 0.39454 0.0270 0.0227 -0.0231 -1.21
H 6.95888 -0.24950 0.29065 0.0523 -0.0024 -0.0035 0.46
H 4.93124 -1.56599 0.73911 -0.0031 -0.1195 0.0017 0.46
C 2.39543 -0.71682 1.02109 0.0079 -0.0589 -0.2687 0.81
C 1.20686 0.10295 1.41192 -0.2033 -0.1812 -0.0849 -1.97
C 0.14754 0.28101 0.62524 0.4790 -0.1392 0.0862 1.37
O 0.03856 -0.24992 -0.64214 -0.1823 0.3326 0.3263 -0.43
C 1.25288 -0.70346 -1.19838 0.4109 -0.6892 -0.4539 -1.16
O 2.07605 0.33605 -1.60623 -0.0653 -0.0152 0.1446 -0.26
C 1.51552 1.20109 -2.58019 -0.1321 0.2200 -0.2032 -0.16
C 2.56499 2.23440 -2.94893 -0.2274 -0.3586 0.1434 -1.22
H 2.84640 2.80181 -2.06690 0.0408 0.1130 0.0626 0.25
H 2.16996 2.90968 -3.70260 -0.0069 0.0954 -0.0764 0.44
H 3.45197 1.74029 -3.33551 0.1129 -0.0027 -0.0718 0.32
H 0.61871 1.68850 -2.17562 0.1010 -0.0859 -0.0762 0.21
H 1.21763 0.61037 -3.46091 -0.0059 0.0623 0.0940 0.30
C 2.04876 -1.57190 -0.21484 -0.3436 0.1130 -0.1037 1.01
C 1.24480 -2.82036 0.16693 0.2402 0.0530 0.0400 -1.33
C 2.10032 -3.94910 0.74904 0.0126 -0.0903 -0.3588 -0.62
C 2.99090 -4.65042 -0.28221 0.1427 0.2607 0.4591 -0.52
O 2.26689 -5.41640 -1.21393 -0.3686 -0.1214 -0.3352 -0.55
H 1.67369 -4.83320 -1.69963 0.0492 -0.0794 -0.0081 0.33
H 3.64202 -5.36425 0.22798 0.0170 0.1314 -0.0364 0.41
H 3.62612 -3.91836 -0.80088 0.0359 -0.0781 0.0828 0.24
H 1.43923 -4.70056 1.18548 0.0742 -0.0283 0.0805 0.35
H 2.73710 -3.56089 1.54489 0.0317 0.0052 0.1163 0.31
H 0.48595 -2.53821 0.90094 -0.0919 0.0021 -0.0777 0.13
H 0.71076 -3.18759 -0.71497 -0.1161 -0.0085 0.0019 0.40
H 2.96898 -1.85555 -0.73021 -0.0396 0.0025 0.0049 0.62
H 0.92268 -1.29645 -2.07513 0.1023 0.1599 0.2402 0.56
C -0.98070 1.15659 1.08016 -0.0472 0.1660 -0.0373 0.50
O -0.72942 2.16386 1.72558 0.1779 0.0248 0.1289 -0.72
N -2.24100 0.81528 0.73999 -0.1215 0.0880 -0.0764 -0.06
C -2.68815 -0.47093 0.26158 -0.0913 -0.5879 0.0586 0.38
H -3.36037 -0.30567 -0.58696 0.1610 -0.0480 0.0524 0.02
C -3.43494 -1.19851 1.39760 0.1339 0.0566 -0.2130 -1.28
N -4.51666 -0.43569 1.97445 -0.1210 -0.0922 0.1120 0.27
C -4.08548 0.89751 2.33452 0.1398 0.1460 -0.1101 -1.01
C -3.34118 1.63461 1.20961 -0.1362 0.3420 0.2655 -0.90
H -4.00951 1.83314 0.36649 0.1029 0.0028 0.0779 0.34
H -2.92764 2.57225 1.58313 -0.0977 -0.0786 -0.0800 0.56
H -3.39961 0.79935 3.18476 -0.0128 0.1311 -0.0062 0.39
H -4.94919 1.48022 2.65620 -0.0146 0.0305 0.0564 0.41
C -5.83134 -0.57614 1.37534 0.0768 -0.0229 0.0995 -1.76
C -6.02419 -0.00576 -0.01203 -0.1389 -0.0427 -0.0068 1.06
C -6.43655 1.31026 -0.18655 -0.0580 -0.1231 -0.0235 -0.37
C -6.57990 1.84428 -1.45526 -0.0128 0.1081 -0.0026 -0.51
C -6.31786 1.06597 -2.56993 0.0103 0.0405 -0.0800 -0.54
C -5.92296 -0.25119 -2.40883 0.0420 -0.0649 -0.0824 -0.55
C -5.78050 -0.78257 -1.13887 -0.1145 0.0500 0.0561 -0.31
H -5.48184 -1.81523 -1.02083 0.0309 -0.1134 0.0301 0.37
H -5.72886 -0.86781 -3.27441 0.0094 -0.0445 -0.0734 0.41
H -6.42928 1.48165 -3.56028 -0.0140 0.0321 -0.0785 0.39
H -6.89982 2.86916 -1.57386 -0.0285 0.0824 -0.0164 0.40
H -6.65166 1.92131 0.67907 -0.0219 0.0572 0.1090 0.39
H -6.53824 -0.09831 2.06080 -0.0372 -0.0745 -0.0630 0.49
H -6.05396 -1.64780 1.35720 -0.0774 0.0691 0.0017 0.49
H -2.71484 -1.39877 2.20185 0.0650 -0.0731 -0.0990 0.36
H -3.82021 -2.15300 1.03590 0.0103 -0.0631 0.0157 0.37
H -1.84501 -1.07021 -0.07181 -0.1019 0.0220 0.0035 0.21
H 1.21661 0.58209 2.37751 -0.1214 0.1567 0.0626 0.55
H 2.63275 -1.39652 1.84961 -0.0295 0.0455 -0.0714 0.83
H 2.60405 2.01350 0.77739 -0.1005 0.0563 -0.0173 0.61
H 4.63398 3.33584 0.34110 0.0090 0.0563 -0.0060 0.45
H 8.94735 3.59699 -0.39080 0.4678 0.3047 -0.1040 0.49
```
Forces are in eV/Å.

Calculated values
2S+1 = 1
Gap between HOMO and LUMO = 8.587 eV
Net charge = 0
SMILES string = C#Cc1ccc([C@H]2C=C(C(=O)N3CCN(Cc4ccccc4)CC3)O[C@@H](OCC)[C@@H]2CCCO)cc1


[2]
Computed, not measured: a molecular structure, C30H36N3O5PS2Tc, with ωB97M-V with the def2-TZVPD basis set.

XYZ file:
```
78
Properties=species:S:1:pos:R:3:forces:R:3:mulliken_charge:R:1
Tc -0.44837 -1.10959 -0.42670 0.7323 -0.2402 0.5911 0.85
O 1.29344 -0.89727 -1.43910 -0.3176 0.1305 -0.0704 -0.54
S 2.77558 -1.28857 -1.74862 0.1318 -0.2919 0.0490 0.06
C 3.71931 -0.44254 -0.44064 -0.1288 0.0600 -0.0012 -0.95
C 3.01184 -0.48688 0.90696 0.0478 -0.1280 0.0577 -0.28
C 2.93844 -1.88610 1.52436 0.0165 0.0846 -0.0716 -0.53
C 2.22138 -1.90402 2.86892 0.0376 0.0156 -0.0715 -1.09
S 0.38928 -1.87630 2.77084 -0.1613 0.0583 0.0840 0.28
O 0.09942 -1.97132 1.20427 0.0646 0.2503 -0.4342 -0.39
C -0.07402 -3.45198 3.35691 0.0754 0.1222 -0.0609 0.85
C 0.44361 -4.61225 2.77555 -0.0179 -0.0756 0.0591 -0.28
C 0.10066 -5.82560 3.33650 -0.0122 -0.0172 -0.0077 -0.74
C -0.72591 -5.86775 4.46356 0.0172 -0.0140 -0.0328 -0.51
C -1.23056 -4.70367 5.02337 -0.0364 -0.0197 0.0492 -0.73
C -0.91150 -3.47257 4.46729 -0.0495 -0.0105 0.0027 -0.46
C 3.20897 -0.35486 -3.17634 -0.1168 -0.0515 0.0956 0.89
C 2.57122 0.84615 -3.46481 0.0869 0.0829 -0.0225 -0.35
C 2.95525 1.52672 -4.60631 -0.0497 -0.0019 -0.0402 -0.64
C 3.96108 1.01649 -5.42483 0.0095 -0.0203 0.0197 -0.55
C 4.59029 -0.17787 -5.10941 0.0226 -0.0192 -0.0247 -0.64
C 4.20501 -0.88825 -3.98023 0.0590 -0.0854 -0.0266 -0.56
H 3.90289 0.57451 -0.78291 -0.0329 0.0226 0.0325 0.55
H 4.66905 -0.98372 -0.41666 0.0207 0.0554 -0.0413 0.49
H 2.01104 -0.05965 0.80067 0.0145 0.0782 0.0307 -0.07
H 3.56259 0.17562 1.57832 0.0115 -0.0048 0.0036 0.52
H 3.95019 -2.25334 1.70703 0.0087 -0.0152 0.0073 0.65
H 2.47230 -2.59653 0.83793 0.0418 -0.0422 0.0107 0.14
H 2.47031 -1.02292 3.46303 -0.0214 -0.0194 0.0259 0.58
H 2.45463 -2.78978 3.45629 0.0065 -0.0283 -0.0296 0.49
H 1.09603 -4.57165 1.91054 0.0010 0.0148 0.0410 0.35
H 0.48661 -6.74182 2.90976 -0.0149 -0.0096 0.0309 0.47
H -0.96958 -6.82388 4.90917 0.0016 0.0135 -0.0163 0.47
H -1.86697 -4.74780 5.89686 0.0131 -0.0169 -0.0049 0.47
H -1.29210 -2.55638 4.90329 0.0264 -0.0108 -0.0212 0.47
H 1.79164 1.22697 -2.81641 -0.0045 0.0004 -0.0202 0.37
H 2.46285 2.45097 -4.87827 0.0184 0.0032 0.0139 0.43
H 4.24939 1.55002 -6.32074 -0.0069 0.0128 0.0156 0.44
H 5.36582 -0.57389 -5.75061 -0.0014 0.0115 0.0014 0.43
H 4.67741 -1.83479 -3.74108 -0.0521 0.0097 -0.0262 0.45
C -4.50421 -2.09408 -1.98801 -0.0579 0.0828 0.0755 -0.73
O -3.16768 -1.71191 -1.48791 -0.1527 -0.1406 -0.1798 -0.25
P -2.74496 -1.61675 0.00974 -0.0898 0.1985 -0.4629 1.40
O -3.59120 -0.46487 0.64012 -0.0143 0.1831 0.2448 -0.36
C -3.88434 -0.32296 2.06319 -0.1003 -0.0319 -0.0563 -0.69
O -3.16436 -2.86274 0.83363 -0.0077 -0.3812 0.1985 -0.28
C -2.80351 -4.24479 0.52873 0.0334 0.0155 -0.0379 -0.67
H -5.01379 -2.70372 -1.24591 0.0048 -0.0122 -0.0027 0.37
H -4.34049 -2.65260 -2.90136 0.0351 -0.0152 -0.0173 0.27
H -5.06436 -1.18529 -2.18090 0.0078 0.0197 0.0023 0.30
H -4.61965 0.46956 2.13590 -0.0194 0.0228 -0.0131 0.29
H -2.97921 -0.04635 2.60215 0.0324 -0.0106 -0.0123 0.31
H -4.29803 -1.24848 2.45147 0.0043 -0.0222 -0.0126 0.32
H -3.14093 -4.83411 1.37238 -0.0230 0.0036 0.0443 0.27
H -1.72465 -4.33672 0.41462 0.0202 0.0328 0.0171 0.25
H -3.31377 -4.56173 -0.37664 -0.0142 0.0165 -0.0176 0.31
C -1.78808 2.17065 -2.61555 -0.0634 0.0684 -0.0244 -1.28
C -1.33299 0.97049 -2.11829 0.0326 -0.0025 0.0808 -0.28
N -0.99990 0.82421 -0.82261 0.0053 0.1769 0.0540 0.72
C -1.10388 1.86818 0.02029 -0.1982 -0.1781 -0.0057 -0.56
C -1.59283 3.09736 -0.39669 -0.0843 0.2299 -0.0194 0.09
C -1.93823 3.23718 -1.74140 0.0787 0.0726 -0.0554 0.13
C -1.96240 4.14231 0.60506 0.0195 -0.2027 -0.0449 -1.10
C -1.49723 5.36286 0.86560 0.0225 0.0597 -0.1398 -0.64
C -0.41761 6.13728 0.23029 0.0302 0.0301 -0.0472 1.18
C -0.16523 7.43107 0.70960 -0.1586 -0.2208 0.0600 -0.63
C 0.81465 8.14405 0.04673 0.2010 0.2109 -0.1358 -0.25
N 1.41475 7.54084 -0.94803 -0.0427 -0.1891 -0.0234 0.00
C 1.21536 6.32538 -1.42456 -0.0700 0.2631 0.2034 -0.17
N 0.28022 5.63826 -0.79803 -0.1246 -0.0855 0.0712 -0.19
H -2.06363 2.25373 -3.65802 0.0255 0.0026 0.0090 0.58
H -1.24553 0.09666 -2.76120 0.0115 -0.0141 0.0138 0.48
H -0.84711 1.68491 1.05588 0.0433 -0.0254 -0.0139 0.65
H -2.34890 4.17410 -2.10012 0.0052 -0.0354 0.0251 0.57
H -2.82192 3.85011 1.20280 0.0795 -0.0484 0.0939 0.50
H -2.00968 5.91229 1.64550 0.0074 -0.0106 0.0193 0.35
H -0.70521 7.86205 1.54125 0.0068 0.0322 -0.0068 0.45
H 1.10387 9.16283 0.30196 0.0333 -0.0219 -0.0436 0.45
H 1.77818 5.93685 -2.25943 0.0397 0.0228 -0.0375 0.46
```
Forces are in eV/Å.

Calculated values
2S+1 = 4
Gap between HOMO and LUMO (alpha / beta) = 6.847 / 4.895 eV
Net charge = +4


[3]
Computed, not measured: a molecular structure, C30H36N5OPdS2Te, with ωB97M-V with the def2-TZVPD basis set.

XYZ file:
```
76
Properties=species:S:1:pos:R:3:forces:R:3:mulliken_charge:R:1
Pd 0.07122 0.05194 0.08588 2.6793 -1.3116 2.5196 0.19
C 1.84814 -1.42426 4.78835 -0.0260 0.0000 -0.0674 -0.23
S 3.09843 -1.20061 3.50708 0.0427 -0.0527 0.0312 0.03
C 2.15623 -0.97380 2.07068 0.2128 -0.1946 0.1263 0.67
S 0.40730 -0.88648 2.14127 -0.5001 0.5900 -0.8230 -0.11
N 2.80130 -0.93147 0.95829 -0.1867 0.1224 -0.1888 -1.24
N 1.96739 -0.71195 -0.10936 -0.5143 -0.0348 0.1952 1.03
C 2.43106 -0.93442 -1.28506 -0.0369 0.1161 -0.2325 -0.77
C 1.55040 -0.76828 -2.43587 -0.1303 -0.0705 0.0487 0.82
C 2.00483 -0.76353 -3.74221 0.0859 -0.0643 0.1113 -0.76
C 1.07414 -0.58803 -4.75862 -0.0911 0.0449 -0.0493 -0.38
C -0.26260 -0.44544 -4.43127 0.0877 -0.0326 -0.1112 -0.86
C -0.63301 -0.46782 -3.09080 0.2039 -0.1395 0.0903 0.08
N 0.25373 -0.62526 -2.11982 -0.3809 0.2797 -0.6768 0.05
H 2.41322 -1.51511 5.71380 0.0086 0.0102 0.0032 0.39
H 1.27999 -2.33707 4.62943 0.0016 -0.0078 0.0142 0.33
H 1.18871 -0.56180 4.85302 0.0337 -0.0200 0.0323 -0.21
H 3.45754 -1.27138 -1.38771 0.0381 0.0940 0.0328 0.44
H 3.05741 -0.88858 -3.95564 0.0099 -0.0176 -0.0230 0.45
H 1.39376 -0.55949 -5.79115 -0.0028 -0.0270 -0.0030 0.45
H -1.01449 -0.31371 -5.19601 0.0018 0.0110 -0.0165 0.43
H -1.66744 -0.35697 -2.78861 0.0021 0.0266 0.0080 0.48
C -3.91477 -2.69715 0.59532 -0.0498 -0.0855 0.0353 -1.02
C -2.78406 -1.82062 0.34970 0.1971 0.1604 -0.1130 0.53
N -1.89307 -1.12868 0.13886 -1.0945 -0.2421 -0.0661 -0.43
H -4.83121 -2.21636 0.25771 -0.0005 -0.0055 0.0007 0.31
H -3.98787 -2.90930 1.66066 -0.0133 -0.0124 -0.0047 0.30
H -3.77530 -3.63032 0.05190 -0.0109 -0.0038 0.0071 0.33
C -0.52707 3.81306 -1.39889 -0.0186 0.1364 0.1811 -1.33
C -0.24317 2.51252 -0.71973 0.7693 -0.2605 -0.0593 1.21
O 0.73459 1.80554 -1.08578 -0.7833 0.9095 -0.8689 -0.53
N -0.97347 1.96058 0.26926 0.0728 -0.7596 0.3514 -0.16
Te -1.84366 3.21181 1.54031 -1.3803 1.5991 -0.8198 0.59
C -2.75963 2.54271 3.32652 0.7228 -0.8144 -0.4773 0.26
C -4.15247 2.68182 3.34170 0.1010 0.1446 0.3377 0.53
C -5.02983 3.20247 2.23318 0.0575 -0.0131 -0.0496 -1.85
C -4.77290 2.36259 4.55051 -0.0816 0.0093 -0.0818 -0.87
C -4.08081 1.87524 5.64669 -0.0413 -0.0284 0.0092 0.49
C -4.79866 1.47761 6.90200 0.0170 0.0638 0.0275 -1.51
C -2.69881 1.71473 5.54956 0.1066 -0.0925 -0.0516 -0.75
C -2.00928 2.01413 4.38796 -0.3060 0.1447 0.2485 1.00
C -0.52866 1.80076 4.31980 0.0046 0.1489 -0.0238 -0.71
C -0.42316 4.69073 2.03058 0.4958 -0.4788 0.2705 0.57
C -0.96600 5.96905 2.22280 -0.0475 -0.0182 -0.0544 0.45
C -2.43893 6.28405 2.16094 -0.0067 -0.0750 0.0798 -1.68
C -0.08141 7.00187 2.50667 0.0091 0.0265 -0.0739 -1.01
C 1.29084 6.80556 2.58121 -0.0078 -0.0023 0.0165 0.44
C 2.22118 7.93742 2.90259 0.0241 0.0022 -0.0120 -1.49
C 1.78677 5.52461 2.36499 -0.0083 0.0034 -0.0427 -0.93
C 0.95759 4.44422 2.09696 -0.1062 0.0495 0.2008 0.97
C 1.60549 3.09536 1.92232 0.0776 0.0494 -0.1262 -0.85
H -0.16844 3.75760 -2.42412 -0.0012 -0.0201 0.0204 0.46
H 0.01855 4.61650 -0.89702 -0.0218 0.0165 0.0010 0.29
H -1.59093 4.04661 -1.38463 0.0017 0.0556 -0.0140 0.35
H -4.59451 3.10629 1.24176 -0.0535 -0.0289 0.0029 0.37
H -5.25614 4.25783 2.39785 0.0030 0.0061 -0.0194 0.31
H -5.97464 2.66226 2.23517 -0.0136 0.0173 0.0189 0.50
H -5.84564 2.50018 4.61978 -0.0151 -0.0652 0.0011 0.42
H -5.85622 1.72661 6.85585 -0.0027 0.0070 0.0046 0.37
H -4.36338 1.97219 7.77059 -0.0048 0.0059 0.0063 0.37
H -4.70763 0.40236 7.06244 -0.0035 -0.0056 0.0037 0.35
H -2.14878 1.32637 6.39896 -0.0107 -0.0201 0.0094 0.47
H -0.19841 1.17072 5.14392 -0.0180 0.0496 0.0240 0.30
H 0.00708 2.75094 4.38682 0.0124 -0.0009 -0.0114 0.23
H -0.24102 1.30886 3.38983 -0.0319 0.0563 0.0696 -0.52
H -2.95574 5.73087 1.37543 -0.0139 0.0636 -0.0279 0.33
H -2.58776 7.34348 1.96551 -0.0018 0.0103 0.0293 0.49
H -2.92909 6.05106 3.10985 -0.0094 -0.0102 0.0017 0.31
H -0.48310 7.99629 2.65911 -0.0044 0.0074 0.0142 0.40
H 1.69223 8.88586 2.96112 -0.0017 0.0055 -0.0008 0.38
H 3.00244 8.02396 2.14718 -0.0011 0.0030 -0.0069 0.36
H 2.71462 7.76288 3.85978 -0.0039 0.0045 0.0060 0.34
H 2.85700 5.35614 2.41343 0.0051 -0.0043 0.0241 0.53
H 2.37543 2.95207 2.68076 -0.0025 0.0087 0.0077 0.59
H 2.09532 3.02702 0.94761 -0.0257 -0.0202 0.0209 0.46
H 0.90498 2.26964 1.99905 -0.0191 -0.0192 -0.0481 -0.65
```
Forces are in eV/Å.

Calculated values
2S+1 = 2
Gap between HOMO and LUMO (alpha / beta) = 6.523 / 5.017 eV
Net charge = +2


Relative energy (zero: lowest compared OMol25 entry of this formula, charge and spin) for the records above, in order: 43.34; 119.00; 0.00 kJ/mol